Entry 1:
Entry from the OMol25 dataset: an isolated ion of composition C3H8N3S and charge +1 (wB97M-V/def2-TZVPD).

Element x y z (Å)
C -1.403 -0.143 0.199
C 0.852 -0.772 0.196
C -2.802 -0.669 0.251
N -0.478 -0.961 0.492
N 1.402 0.627 0.440
N 2.371 1.226 -0.367
S -0.951 1.434 -0.484
H 1.417 -1.330 0.922
H 1.043 -1.066 -0.879
H -3.147 -0.371 1.302
H -2.757 -1.822 0.006
H -3.439 -0.163 -0.387
H 2.608 0.630 -1.346
H 3.244 1.211 0.187
H 2.041 2.170 -0.530

Atoms 1-3, force components in eV/Å:
0.83 -0.43 -1.00
1.92 1.17 -1.35
0.86 -1.52 2.23

Properties
multiplicity: 1
gap between HOMO and LUMO (alpha / beta): 6.4142 / 6.4496 eV
relative energy (zero: lowest compared OMol25 entry of this formula, charge and spin): 5.679 eV
total charge: +1
LUMO (alpha / beta): -7.1 / -7.1 eV


Entry 2:
Entry from the OMol25 dataset: C2H8IN4 as an isolated structure (wB97M-V/def2-TZVPD).

Element x y z (Å)
C 0.674 -0.923 1.006
C 0.891 -1.276 -0.384
N -1.961 2.529 0.009
N -3.005 1.951 -0.371
N 0.473 -0.548 -1.350
N -0.823 2.018 0.253
I -2.918 -0.061 -0.528
H 1.592 -1.029 1.583
H 0.245 0.071 1.118
H -0.016 -1.656 1.437
H 1.415 -2.199 -0.621
H -2.132 3.547 0.100
H -0.031 0.317 -1.117
H 0.578 -0.805 -2.324
H -0.149 2.712 0.563

Atoms 1-3, force components in eV/Å:
-0.18 0.21 0.62
0.22 -0.24 -0.41
1.81 7.36 1.81

Properties
multiplicity: 3
gap between HOMO and LUMO (alpha / beta): 5.6484 / 7.4587 eV
total charge: +1
LUMO (alpha / beta): -4.4 / -5.6 eV


Entry 3:
Entry from the OMol25 dataset: C5H8 as an isolated structure (wB97M-V/def2-TZVPD).

Element x y z (Å)
C -0.114 -0.838 0.729
C -1.253 -0.209 -0.131
C -0.611 1.123 -0.690
C 0.720 0.963 -0.517
C 1.208 -0.363 0.134
H -0.195 -1.922 0.916
H -0.201 -0.339 1.691
H -1.632 -0.967 -0.847
H -2.037 0.003 0.596
H -0.959 2.093 -1.600
H 1.410 1.772 -0.751
H 1.716 -1.154 -0.472
H 1.941 -0.162 0.927

Atoms 1-3, force components in eV/Å:
-0.22 0.37 0.12
-0.28 0.10 0.10
0.89 0.11 -2.49

Properties
multiplicity: 1
gap between HOMO and LUMO: 10.4091 eV
relative energy (zero: lowest compared OMol25 entry of this formula, charge and spin): 1.645 eV
LUMO: 1.2 eV


Entry 4:
Entry from the OMol25 dataset: a 3-piece molecular cluster, C16H39N5O11PS2 overall (wB97M-V/def2-TZVPD).

Element x y z (Å)
C 5.202 0.219 2.149
C 4.493 -0.665 1.030
O 5.218 -1.135 0.117
N 3.055 -0.989 0.968
C 2.779 -2.437 1.268
N 2.296 -0.139 1.771
C 1.215 0.458 1.230
N 0.873 0.259 -0.171
C -0.509 0.716 -0.507
C -0.844 2.216 -0.007
P -2.650 2.201 0.521
O -2.991 1.047 1.487
O -3.235 3.675 1.112
O -3.541 1.884 -0.916
C 0.207 2.573 1.140
C -0.062 3.945 1.919
C 1.308 4.830 1.831
O 1.320 5.376 0.475
C 1.391 5.988 2.942
N 2.821 6.030 3.436
N 0.340 1.361 2.013
H 4.724 0.121 3.186
H 5.139 1.331 1.844
H 6.315 -0.034 2.198
H 1.839 -2.726 0.668
H 2.654 -2.605 2.392
H 3.646 -3.037 0.818
H 2.511 0.065 2.763
H 0.875 -0.766 -0.316
H -0.566 0.763 -1.659
H -1.326 -0.028 -0.198
H -0.683 2.959 -0.859
H -3.419 3.493 2.069
H -4.262 1.245 -0.724
H 1.229 2.693 0.611
H -0.203 3.711 3.031
H -0.872 4.602 1.469
H 2.203 4.102 1.907
H 2.010 4.928 -0.060
H 0.654 5.706 3.771
H 1.158 6.979 2.431
H 3.027 5.058 3.720
H 3.399 6.205 2.597
H 0.771 1.576 2.926
O -4.299 2.957 -6.833
S -5.082 1.844 -6.364
O -6.520 1.863 -6.392
O -4.595 1.452 -4.872
C -4.599 2.468 -3.868
C -6.004 2.770 -3.380
C -4.529 0.372 -7.177
H -4.104 3.372 -4.233
H -4.005 2.090 -3.032
H -6.606 3.225 -4.169
H -5.979 3.462 -2.535
H -6.512 1.852 -3.074
H -3.442 0.326 -7.126
H -4.855 0.423 -8.216
H -4.980 -0.491 -6.689
O -0.054 -7.585 0.250
S 0.688 -7.019 1.343
O 1.182 -5.665 1.305
O 1.909 -8.007 1.719
C 2.829 -8.377 0.690
C 3.788 -7.248 0.359
C -0.240 -7.230 2.835
H 2.293 -8.715 -0.201
H 3.398 -9.230 1.066
H 3.262 -6.406 -0.095
H 4.553 -7.585 -0.343
H 4.273 -6.876 1.265
H -0.584 -8.262 2.895
H -1.092 -6.551 2.797
H 0.395 -6.981 3.684

Atoms 1-3, force components in eV/Å:
-0.69 0.66 -0.07
3.39 -1.02 -2.73
-2.96 1.45 3.41

Properties
multiplicity: 1
gap between HOMO and LUMO: 8.5632 eV
relative energy (zero: lowest compared OMol25 entry of this formula, charge and spin): 2.738 eV
total charge: +1
LUMO: -3.5 eV


Entry 5:
Entry from the OMol25 dataset: C10H10F6N5O2PtSSe as an isolated structure (wB97M-V/def2-TZVPD).

Element x y z (Å)
Pt -0.063 -0.832 0.022
Se 4.525 -4.418 0.096
N 4.840 -2.761 0.047
C 4.120 -1.653 0.010
C 4.722 -0.393 0.119
C 3.924 0.739 0.123
C 2.548 0.621 0.048
N 1.931 -0.566 -0.070
C 2.681 -1.699 -0.126
N 2.100 -2.882 -0.248
H 5.794 -0.340 0.202
H 4.364 1.719 0.210
H 1.898 1.482 0.085
C -0.541 3.466 -0.629
C -1.064 2.021 -0.579
O -0.174 1.223 0.078
C -2.415 2.031 0.185
F -3.265 2.962 -0.238
F -2.189 2.257 1.481
F -3.067 0.860 0.106
C -1.284 1.530 -2.035
F -1.487 0.196 -2.085
F -2.316 2.111 -2.628
F -0.208 1.756 -2.790
H -0.356 3.801 0.388
H -1.268 4.123 -1.097
H 0.388 3.489 -1.190
N -4.098 -2.057 0.833
C -2.783 -2.008 1.061
N -2.303 -2.618 2.158
O -2.046 -1.441 0.223
H -4.746 -2.471 1.483
H -4.459 -1.536 0.050
H -2.909 -3.099 2.802
H -1.320 -2.585 2.377
S 0.525 -3.025 -0.471

Atoms 1-3, force components in eV/Å:
0.18 -0.53 0.66
0.11 -0.28 -0.02
1.04 -0.89 0.02

Properties
multiplicity: 5
gap between HOMO and LUMO (alpha / beta): 6.6993 / 5.3756 eV
total charge: +1
LUMO (alpha / beta): -3.7 / -6.9 eV


Q: Which M values were calculated for the entries above? A: 118.18 215.02 68.12 572.62 652.32, in g/mol.
Q: Which F_max values were calculated for the entries above? A: 5.005 7.794 4.910 4.774 1.969, in eV/A.
Q: Which total energy values were calculated for the entries above? A: -681.10556 -597.26949 -195.23158 -2871.89347 -4329.18748, in Ha.